[1]
13
Properties=species:S:1:pos:R:3 method="wB97M-V/def2-TZVPD" spin_multiplicity=3 total_energy_ha=-583.46410 gap_ev="5.5441 / 6.7162" s_squared=2.01 homo_energy_ev="-5.099 / -9.723" e_lumo_ha="0.0164 / -0.1105"
I 2.888 -0.204 -0.092
O -0.710 1.877 0.455
N -0.878 0.278 -1.079
C 0.030 1.061 -0.392
C 0.097 -1.253 0.401
C -0.902 -0.891 -0.656
C 0.913 -0.005 0.624
H 0.853 0.515 1.596
H 0.629 1.487 -1.154
H -1.465 2.356 -0.151
H -0.529 -1.557 1.198
H -1.625 -1.656 -0.926
H 0.699 -2.009 0.173

---

[2]
14
Properties=species:S:1:pos:R:3 method="wB97M-V/def2-TZVPD" spin_multiplicity=1 smiles="C[C@]12N[C@H]1CC2=O" total_energy_ha=-324.65381 gap_ev=10.4348 homo_energy_ev=-9.455 e_lumo_ha=0.0360
O -1.068 0.047 -2.102
N -0.282 0.605 1.319
C -0.032 -0.746 0.898
C -0.813 -0.140 -0.943
C -1.199 -1.261 0.051
C 1.503 1.121 -0.445
C 0.250 0.418 -0.030
H -2.185 -1.206 0.524
H 1.947 0.638 -1.320
H 2.223 1.114 0.377
H 0.705 -1.342 1.428
H -1.273 0.837 1.346
H -1.064 -2.249 -0.400
H 1.290 2.164 -0.703

---

[3]
64
Properties=species:S:1:pos:R:3 method="wB97M-V/def2-TZVPD" spin_multiplicity=5 total_energy_ha=-3250.42863 gap_ev="6.6972 / 6.6793" s_squared=6.01 homo_energy_ev="-4.972 / -4.954" charge=-1 e_lumo_ha="0.0634 / 0.0634"
Fe 0.303 0.278 -0.001
Si 2.398 -1.728 -0.594
O 0.327 2.786 6.822
O 4.883 2.414 2.550
O 1.626 1.566 0.861
O -1.161 0.962 1.118
O 2.449 3.181 6.787
O 3.793 3.394 0.923
O -2.102 1.822 2.919
N 0.243 -1.713 1.218
N 1.383 2.954 6.225
N 3.783 2.867 2.041
C 0.745 -1.419 2.579
C 3.177 -5.110 -2.926
C 3.291 -3.128 -1.526
C -1.399 -3.267 2.302
C 3.688 -0.795 0.399
C -1.112 1.595 2.236
C 2.600 2.851 4.112
C 0.239 2.004 2.792
C 5.307 -4.232 -2.293
C 4.803 -0.176 2.463
C 0.244 2.322 4.144
C 4.676 -3.225 -1.580
C 4.467 0.150 -0.254
C 5.360 0.965 0.406
C -1.146 -2.199 1.247
C 1.462 2.038 2.046
C 5.478 0.921 1.829
C 3.922 -0.961 1.773
C -1.012 -2.754 3.700
C 4.559 -5.179 -2.968
C 1.393 -0.582 -1.619
C 1.156 -2.632 0.513
C 2.561 -4.096 -2.216
C 2.585 2.576 2.750
C 1.410 2.691 4.799
C -0.367 -1.379 3.612
H 4.975 -0.336 3.517
H 5.278 -2.502 -1.049
H 3.495 3.196 4.602
H -1.875 -2.732 4.366
H -1.375 -2.563 0.244
H 1.550 -3.396 1.185
H 6.388 -4.275 -2.317
H 0.837 -1.160 -2.363
H -0.690 2.259 4.683
H 1.328 -0.495 2.559
H -2.458 -3.534 2.265
H 1.480 -4.059 -2.219
H -0.290 -3.445 4.151
H 3.410 -1.753 2.303
H 2.582 -5.845 -3.451
H -1.793 -1.336 1.418
H 0.574 -3.166 -0.249
H 0.061 -1.090 4.572
H -0.846 -4.176 2.058
H 1.956 0.174 -2.149
H 1.435 -2.225 2.876
H 5.962 1.672 -0.140
H -1.101 -0.618 3.367
H 5.049 -5.967 -3.524
H 6.505 1.079 2.188
H 4.364 0.271 -1.322

---

[4]
11
Properties=species:S:1:pos:R:3 method="wB97M-V/def2-TZVPD" spin_multiplicity=1 smiles="NNC(=S)SN" total_energy_ha=-1001.71623 gap_ev=8.9118 homo_energy_ev=-8.578 e_lumo_ha=0.0123
S 2.526 -0.485 -0.029
S 0.693 1.806 0.001
N -0.059 -2.096 0.129
N -0.106 -0.708 -0.032
N -1.027 1.864 0.047
C 0.979 0.066 -0.024
H -1.334 2.355 0.880
H -1.381 2.350 -0.770
H -0.136 -2.553 -0.782
H 0.862 -2.329 0.508
H -1.017 -0.271 0.072

---

[5]
111
Properties=species:S:1:pos:R:3 method="wB97M-V/def2-TZVPD" spin_multiplicity=1 total_energy_ha=-4465.68470 gap_ev=7.2596 homo_energy_ev=-7.423 e_lumo_ha=-0.0060
Bi 1.841 -2.047 0.520
S 0.282 0.780 -2.504
S -0.151 1.468 0.789
S 6.342 -0.732 -0.441
S -0.967 -2.541 4.391
O 0.606 0.447 1.561
O -0.038 0.006 -3.723
N 4.227 -2.064 0.771
N 1.807 -5.242 1.002
N 0.138 -3.295 -0.807
N 2.439 -1.162 2.836
N 2.826 -3.603 -1.268
N 0.136 -4.635 -0.855
N 2.533 -4.912 -1.326
N 2.423 -4.115 1.389
C 1.771 1.716 -2.931
C 1.449 -0.556 4.921
C 1.936 -6.164 1.968
C 2.661 -5.615 3.010
C -2.382 0.982 -0.841
C -3.456 5.519 -2.483
C 2.437 1.314 -4.076
C -0.921 -3.539 2.028
C -1.390 3.764 1.639
C -1.432 3.028 4.316
C 3.361 -5.529 -2.188
C -4.016 3.333 -0.849
C -1.636 -3.561 3.187
C -3.880 -0.915 -0.385
C -0.624 3.293 -3.353
C -3.496 0.171 -1.213
C -1.926 4.618 2.588
C -5.554 -1.560 -2.006
C 1.417 -1.236 3.700
C 3.524 -0.469 3.167
C -5.168 -0.487 -2.831
C 4.225 -4.586 -2.706
C -2.606 4.390 -2.534
C -1.470 4.360 -3.368
C 3.587 1.974 -4.473
C -1.683 -3.956 -1.913
C 2.265 2.765 -2.166
C -0.873 2.196 -2.507
C 2.579 0.159 5.261
C 0.320 -2.088 3.297
C -2.506 5.212 4.960
C -2.017 2.145 -1.722
C 3.844 -3.388 -2.089
C -2.104 -0.408 1.155
C -0.890 2.535 2.043
C 4.089 3.037 -3.732
C -3.181 -1.164 0.813
C 0.218 -2.688 2.076
C 3.416 3.417 -2.574
C -0.949 -2.867 -1.432
C -4.180 0.369 -2.437
C 5.348 3.738 -4.148
C -1.956 4.261 3.934
C -1.693 0.646 0.322
C 3.651 0.186 4.379
C 2.950 -4.316 2.590
C 5.108 -1.501 0.227
C -0.898 2.163 3.374
C -2.897 3.269 -1.715
C -4.936 -1.757 -0.805
C -4.799 4.451 -0.801
C -4.524 5.553 -1.633
C -0.953 -5.061 -1.522
B 1.379 -5.463 -0.473
H -3.489 -1.988 1.444
H 4.320 -0.463 2.435
H 2.024 0.497 -4.655
H -5.657 -0.347 -3.786
H 3.277 -6.586 -2.375
H 1.755 3.093 -1.273
H 4.271 -2.404 -2.194
H 1.514 -7.148 1.862
H -5.155 6.430 -1.585
H -2.958 4.677 5.793
H -3.244 5.879 4.518
H -2.595 -3.937 -2.482
H 6.206 3.189 -3.753
H 3.510 -3.534 3.071
H -1.215 -4.123 1.168
H -1.350 4.049 0.595
H 1.180 -6.621 -0.674
H 2.632 0.686 6.205
H -1.135 -6.112 -1.661
H -5.639 4.495 -0.120
H -2.521 -4.135 3.413
H -1.275 5.205 -4.016
H 5.015 -4.741 -3.417
H -1.529 -0.615 2.050
H 0.252 3.284 -3.986
H 0.590 -0.600 5.577
H -0.467 1.209 3.656
H -5.229 -2.573 -0.156
H -3.234 6.363 -3.125
H -3.893 1.197 -3.071
H -1.700 5.830 5.361
H -1.442 2.748 5.362
H -6.339 -2.230 -2.332
H 5.444 3.764 -5.233
H 5.384 4.755 -3.760
H 4.564 0.710 4.621
H 2.947 -6.089 3.931
H 4.110 1.650 -5.364
H 3.799 4.238 -1.980
H -2.318 5.580 2.281
H -4.235 2.489 -0.208
H -1.157 -1.815 -1.525